1.
55
Properties=species:S:1:pos:R:3 method="wB97M-V/def2-TZVPD" multiplicity=1 charge=+1
C -1.50 0.24 4.66
C -1.66 0.09 3.38
C -0.75 -0.84 2.56
C -0.10 -0.14 1.43
N 1.07 0.43 1.31
S 2.14 0.50 2.65
O 1.45 0.62 3.89
O 3.05 1.58 2.59
C 3.22 -1.03 2.70
F 4.18 -0.89 1.83
F 2.54 -2.13 2.54
F 3.77 -1.02 3.87
C 1.26 0.94 -0.12
C 2.75 0.77 -0.51
C 3.20 1.55 -1.78
C 0.98 2.46 -0.01
F -0.01 2.75 0.86
F 0.65 3.03 -1.16
F 2.04 3.13 0.42
C 0.30 0.04 -0.92
C -0.37 0.54 -2.23
C 0.54 0.53 -3.52
C -0.01 -0.47 -4.60
Br 0.43 2.31 -4.36
P 0.86 -1.71 -1.39
N 1.02 -2.60 0.09
O -0.36 -2.48 -2.22
C -0.90 0.00 0.13
S -2.33 -1.09 -0.12
H -0.56 -0.01 5.15
H -2.30 0.68 5.25
H -2.48 0.64 2.91
H 0.00 -1.20 3.28
H -1.33 -1.73 2.28
H 3.43 1.09 0.28
H 3.01 -0.29 -0.68
H 2.40 1.98 -2.40
H 3.86 0.91 -2.38
H 3.82 2.40 -1.46
H -1.20 -0.12 -2.51
H -0.85 1.52 -2.13
H 1.56 0.21 -3.32
H 0.46 -1.44 -4.41
H 0.41 -0.13 -5.55
H -1.10 -0.51 -4.61
H 0.09 -2.77 0.48
H 1.36 -3.54 -0.12
H -0.68 -3.25 -1.72
H -1.36 1.00 0.11
H -3.37 -0.26 -0.44
C -6.65 -0.43 0.01
Br -6.26 -0.99 -1.80
Br -6.43 -1.86 1.27
Br -5.61 1.12 0.50
H -7.69 -0.13 0.03

=====

2.
116
Properties=species:S:1:pos:R:3 method="wB97M-V/def2-TZVPD" smiles="CNC[C@@H](S)OC(C)=O.CC(C)O.CC(C)O.CC(C)O.CC(C)O.CC(C)O.CC(C)O.CC(C)O.CC(C)O" multiplicity=1
C 4.61 -1.17 -0.27
N 3.34 -0.65 -0.90
C 3.50 0.75 -1.46
C 2.84 1.81 -0.35
S 3.80 3.44 -0.60
O 1.40 2.07 -0.59
C 0.54 1.19 0.21
C -0.37 0.08 -0.64
O 0.40 1.25 1.56
H 5.34 -1.50 -1.14
H 5.13 -0.39 0.47
H 4.36 -2.17 0.33
H 2.53 -0.70 -0.23
H 4.62 1.08 -1.63
H 2.96 0.83 -2.51
H 3.05 1.34 0.73
H 5.05 3.19 0.06
H -1.47 0.53 -0.75
H -0.50 -0.94 -0.05
H 0.04 -0.08 -1.74
C -3.53 3.79 -2.77
C -2.17 3.22 -2.41
C -1.06 3.88 -3.20
O -2.17 1.82 -2.68
H -3.76 3.64 -3.83
H -4.32 3.29 -2.20
H -3.57 4.87 -2.56
H -1.99 3.34 -1.33
H -1.19 3.73 -4.27
H -0.09 3.45 -2.94
H -1.03 4.96 -3.00
H -2.33 1.69 -3.63
C 6.69 0.83 -5.44
C 5.26 0.52 -5.01
C 4.29 0.67 -6.17
O 4.88 1.40 -3.96
H 6.77 1.86 -5.79
H 7.37 0.73 -4.59
H 7.02 0.16 -6.23
H 5.21 -0.50 -4.61
H 4.29 1.69 -6.55
H 3.27 0.45 -5.84
H 4.55 -0.01 -6.99
H 4.92 2.31 -4.30
C -3.47 -0.75 1.78
C -4.61 -0.20 0.94
C -5.07 1.16 1.45
O -5.71 -1.11 0.98
H -3.78 -0.89 2.82
H -3.16 -1.73 1.41
H -2.61 -0.08 1.75
H -4.30 -0.11 -0.11
H -5.43 1.09 2.48
H -5.90 1.54 0.84
H -4.25 1.89 1.41
H -6.00 -1.19 1.90
C 9.50 -0.21 -1.15
C 8.29 -0.18 -0.23
C 8.47 0.82 0.90
O 8.09 -1.48 0.33
H 10.40 -0.51 -0.60
H 9.36 -0.95 -1.94
H 9.67 0.76 -1.60
H 7.39 0.07 -0.80
H 9.34 0.56 1.52
H 7.60 0.83 1.56
H 8.62 1.83 0.50
H 8.88 -1.71 0.85
C -2.53 -2.95 4.93
C -2.75 -1.73 5.82
C -2.85 -2.13 7.28
O -3.95 -1.07 5.43
H -3.37 -3.65 5.01
H -2.48 -2.65 3.88
H -1.61 -3.47 5.19
H -1.92 -1.03 5.69
H -3.70 -2.81 7.45
H -3.01 -1.25 7.91
H -1.93 -2.64 7.62
H -4.69 -1.69 5.55
C -9.31 0.18 5.57
C -8.35 -0.37 4.54
C -9.07 -0.73 3.25
O -7.70 -1.53 5.06
H -10.08 -0.56 5.83
H -8.78 0.43 6.50
H -9.81 1.08 5.21
H -7.57 0.37 4.33
H -9.82 -1.51 3.43
H -8.36 -1.14 2.52
H -9.56 0.14 2.81
H -8.39 -2.19 5.25
C 2.85 5.45 -8.25
C 3.34 4.52 -7.14
C 3.87 5.31 -5.96
O 4.36 3.67 -7.65
H 3.67 6.07 -8.63
H 2.48 4.86 -9.10
H 2.05 6.10 -7.89
H 2.51 3.88 -6.81
H 4.73 5.93 -6.25
H 4.23 4.63 -5.18
H 3.10 5.96 -5.53
H 5.10 4.24 -7.94
C -3.71 -8.62 4.81
C -3.83 -7.12 4.59
C -2.95 -6.66 3.44
O -3.45 -6.43 5.78
H -2.68 -8.89 5.07
H -4.34 -8.93 5.65
H -4.00 -9.18 3.92
H -4.87 -6.86 4.38
H -1.89 -6.86 3.65
H -3.04 -5.57 3.30
H -3.23 -7.15 2.51
H -2.53 -6.65 5.98

=====

Respective lowest unoccupied orbital energy values: -4.868, 0.454 eV.
Respective maximum force values: 4.1, 9.0 eV/A.
Respective HOMO values: -11.95, -8.32 eV.